This record from OMol25 describes a 2-piece molecular cluster, C7H14N3 overall. The level of theory is ωB97M-V/def2-TZVPD.

Calculated values
LUMO (alpha / beta): -2.98 / -5.14 eV
HOMO-LUMO gap (alpha / beta): 6.36 / 7.90 eV
Net charge: +1
Molecular weight: 140.21 g/mol
Electronic energy: -438.9605 a.u.
Multiplicity: 3
Largest force on an atom: 6.2 eV Å⁻¹

CARTESIAN COORDINATES (ANGSTROEM)
1 C 1.81176 -1.00239 -0.23724
2 C 1.17942 -0.22119 0.66173
3 C -0.30278 -1.30465 -1.36638
4 C 1.15855 -1.36066 -1.55433
5 C -0.19269 0.17878 0.50643
6 C -0.21882 2.18119 -0.56067
7 C -0.35976 0.92412 2.94279
8 N -0.86335 -0.61617 -0.44171
9 N -1.17101 -1.91320 -2.23420
10 N -0.90313 0.31849 1.72688
11 H 2.91187 -1.11539 -0.02172
12 H 1.60876 0.05950 1.64562
13 H 1.16354 -0.49046 -2.22455
14 H 1.61740 -2.14763 -2.16040
15 H 0.06775 2.11361 -1.62746
16 H 0.66639 2.56530 -0.09436
17 H -1.12496 2.73778 -0.35768
18 H 0.70777 1.23072 2.70392
19 H -0.86012 1.79205 3.22780
20 H -0.34079 0.29841 3.77987
21 H -1.86366 -0.58928 -0.55028
22 H -0.67728 -2.29623 -3.15104
23 H -2.13330 -1.78867 -2.28239
24 H -1.88157 0.44598 1.66937

Forces on atoms 1 to 6 (eV/Å):
C 1.9284 0.5685 0.2642
C -0.7490 0.5350 0.5974
C -1.5867 -2.5544 -2.2019
C 0.1311 1.3926 0.1930
C 0.5554 -3.8777 3.5821
C 0.4543 2.7938 -2.2778